(1)
Below is a structure of composition C6H17IrN3O7P2 at a distorted geometry, with properties calculated with wB97M-V/def2-TZVPD.

Last column: Mulliken spin population.
Cartesian coordinates (Å):
Ir1 0.410 -0.555 0.198  0.6600
C1 -0.484 2.127 -0.891  -0.0035
C2 0.542 2.339 0.181  -0.0002
N1 0.343 1.341 1.240  0.0355
C3 -0.848 1.523 2.112  -0.0064
C4 -1.504 0.184 2.301  0.0119
N2 -1.603 -0.500 0.992  0.0650
C5 -2.579 0.071 0.020  -0.0143
C6 -1.926 0.107 -1.332  0.0215
N3 -0.553 0.670 -1.211  -0.0121
H1 -1.480 2.465 -0.610  -0.0002
H2 -0.183 2.697 -1.769  -0.0007
H3 1.543 2.183 -0.224  -0.0003
H4 0.495 3.358 0.569  0.0019
H5 1.196 1.283 1.796  -0.0005
H6 -0.559 1.919 3.086  0.0019
H7 -1.513 2.254 1.654  -0.0001
H8 -0.898 -0.442 2.958  -0.0030
H9 -2.488 0.291 2.764  0.0017
H10 -1.807 -1.489 1.139  -0.0020
H11 -3.474 -0.547 -0.054  0.0012
H12 -2.893 1.050 0.377  0.0010
H13 -1.821 -0.901 -1.719  -0.0026
H14 -2.520 0.681 -2.046  -0.0015
H15 -0.051 0.476 -2.078  -0.0030
O1 1.577 -2.384 -2.506  0.0019
P1 0.962 -2.991 -1.197  0.0084
O2 0.827 -4.420 -1.126  0.0199
O3 -0.281 -2.059 -0.879  0.0290
O4 1.938 -2.428 0.043  0.0669
P2 3.176 -1.314 0.216  0.0069
O5 3.622 -0.974 -1.241  0.0046
O6 4.172 -1.796 1.132  0.0145
O7 2.241 -0.099 0.666  0.0976
H16 1.844 -3.049 -3.162  -0.0003
H17 4.577 -1.073 -1.398  -0.0003

## Properties
HOMO-LUMO gap (alpha / beta) = 0.2764 / 0.2696 hartree
<S²> = 0.755
Multiplicity = 2
Total charge = +2
Relative energy (zero: lowest compared OMol25 entry of this formula, charge and spin) = 2.491 eV
DFT total energy = -1716.390307 hartree

***

(2)
Below is a structure of composition C64H84NO4P2Rb, with properties calculated with wB97M-V/def2-TZVPD.

Last column: Löwdin charge in e.
Cartesian coordinates (Å):
Rb1 0.388 -1.429 1.452  0.8973
C1 2.072 1.227 3.147  -0.0553
O1 1.272 1.032 1.987  -0.2551
C2 1.125 2.151 1.197  -0.1992
C3 -0.114 2.795 1.143  -0.0969
C4 -1.398 2.223 1.740  -0.0597
C5 -2.337 1.703 0.657  -0.1225
C6 -2.999 2.580 -0.189  -0.0184
C7 -3.722 2.180 -1.314  -0.2014
C8 -3.730 0.811 -1.584  -0.0183
C9 -3.114 -0.110 -0.759  -0.1587
C10 -3.055 -1.567 -1.133  -0.0677
C11 -1.987 -2.031 -2.116  -0.0870
C12 -2.336 -3.001 -3.050  -0.0009
C13 -1.403 -3.631 -3.868  -0.1781
C14 -0.068 -3.302 -3.684  0.0116
C15 0.347 -2.340 -2.761  -0.0945
C16 1.835 -2.228 -2.465  -0.0666
C17 2.494 -0.875 -2.426  -0.1557
C18 2.802 -0.195 -3.587  -0.0232
C19 3.381 1.078 -3.600  -0.2000
C20 3.637 1.649 -2.355  -0.0128
C21 3.341 1.010 -1.161  -0.1383
C22 3.451 1.735 0.164  -0.0765
C23 2.199 2.568 0.402  -0.1144
C24 2.051 3.736 -0.330  0.0083
C25 0.876 4.480 -0.324  -0.1615
C26 -0.191 3.977 0.405  0.0149
C27 0.757 5.730 -1.197  -0.5483
C28 -0.476 6.563 -0.846  -0.0642
C29 1.992 6.625 -1.022  -0.0589
C30 0.656 5.290 -2.663  -0.0325
C31 2.787 -0.303 -1.146  -0.3748
O2 2.521 -0.906 -0.053  -0.2234
C32 3.680 1.777 -4.923  -0.5651
C33 4.282 3.168 -4.720  -0.0775
C34 4.667 0.945 -5.753  -0.0627
C35 2.379 1.948 -5.725  -0.0554
C36 -0.637 -1.655 -2.045  -0.1840
O3 -0.264 -0.643 -1.198  -0.1721
C37 -0.200 0.642 -1.840  0.0085
C38 -1.871 -4.683 -4.875  -0.5615
C39 -2.871 -4.050 -5.851  -0.0567
C40 -2.555 -5.836 -4.130  -0.0529
C41 -0.713 -5.260 -5.688  -0.0782
C42 -2.474 0.292 0.456  -0.3853
O4 -2.006 -0.566 1.276  -0.3325
C43 -4.406 3.222 -2.197  -0.5617
C44 -3.359 4.189 -2.767  -0.0534
C45 -5.426 4.022 -1.375  -0.0604
C46 -5.143 2.583 -3.375  -0.0800
H1 2.982 1.779 2.898  0.0925
H2 2.346 0.240 3.522  0.0811
H3 1.503 1.764 3.912  0.0792
H4 -1.890 3.020 2.307  0.1210
H5 -1.171 1.415 2.436  0.0891
H6 -2.938 3.643 0.033  0.0968
H7 -4.212 0.433 -2.481  0.1063
H8 -4.019 -1.890 -1.540  0.1111
H9 -2.899 -2.128 -0.207  0.1176
H10 -3.383 -3.278 -3.111  0.1065
H11 0.704 -3.814 -4.244  0.0981
H12 2.342 -2.863 -3.199  0.1119
H13 2.005 -2.686 -1.486  0.1255
H14 2.557 -0.681 -4.531  0.1142
H15 4.071 2.642 -2.298  0.0919
H16 4.310 2.413 0.152  0.1185
H17 3.594 0.996 0.950  0.0995
H18 2.879 4.039 -0.960  0.1043
H19 -1.136 4.499 0.396  0.0918
H20 -0.472 6.861 0.205  0.0898
H21 -1.403 6.023 -1.040  0.0558
H22 -0.491 7.468 -1.459  0.0799
H23 2.125 6.904 0.025  0.0876
H24 1.879 7.540 -1.612  0.0763
H25 2.903 6.129 -1.355  0.0703
H26 -0.222 4.659 -2.813  0.0787
H27 1.534 4.711 -2.956  0.0701
H28 0.576 6.160 -3.322  0.0820
H29 5.235 3.126 -4.188  0.0821
H30 3.608 3.812 -4.152  0.0670
H31 4.457 3.637 -5.692  0.0766
H32 5.597 0.794 -5.201  0.0843
H33 4.899 1.443 -6.700  0.0719
H34 4.253 -0.038 -5.979  0.0725
H35 1.684 2.595 -5.185  0.0808
H36 1.881 0.992 -5.882  0.0735
H37 2.580 2.394 -6.705  0.0739
H38 -1.211 1.018 -2.012  0.0884
H39 0.360 0.566 -2.773  0.0968
H40 0.332 1.301 -1.159  0.0958
H41 -3.736 -3.646 -5.326  0.0737
H42 -3.226 -4.796 -6.570  0.0760
H43 -2.405 -3.232 -6.404  0.0877
H44 -3.438 -5.492 -3.591  0.0750
H45 -1.876 -6.282 -3.401  0.0912
H46 -2.868 -6.613 -4.834  0.0765
H47 -0.182 -4.482 -6.238  0.0841
H48 -1.101 -5.981 -6.413  0.0769
H49 0.009 -5.778 -5.055  0.0839
H50 -2.825 4.702 -1.966  0.0510
H51 -3.829 4.946 -3.403  0.0784
H52 -2.620 3.645 -3.358  0.0865
H53 -4.943 4.536 -0.544  0.0723
H54 -6.185 3.357 -0.957  0.0848
H55 -5.924 4.774 -1.997  0.0731
H56 -4.458 2.033 -4.023  0.0817
H57 -5.624 3.360 -3.976  0.0750
H58 -5.914 1.889 -3.035  0.0815
N1 3.086 -3.023 2.260  0.0900
C47 3.376 -2.945 3.592  -0.2854
C48 4.350 -2.047 4.059  -0.0616
C49 4.681 -1.961 5.400  -0.1412
C50 4.034 -2.765 6.326  -0.1465
C51 3.057 -3.645 5.869  -0.0844
C52 2.705 -3.782 4.530  -0.1288
C53 1.634 -4.754 4.119  -0.2200
C54 1.429 -5.885 4.925  -0.0892
C55 0.421 -6.791 4.635  -0.1440
C56 -0.384 -6.576 3.523  -0.1478
C57 -0.145 -5.469 2.713  -0.1860
C58 0.864 -4.522 2.951  -0.0971
H59 3.369 -2.263 1.657  0.0582
H60 2.174 -3.498 2.109  -0.0110
H61 4.851 -1.418 3.330  0.1034
H62 5.437 -1.250 5.719  0.0860
H63 4.256 -2.691 7.384  0.0800
H64 2.517 -4.238 6.597  0.0937
H65 2.071 -6.076 5.779  0.0849
H66 0.275 -7.663 5.266  0.0770
H67 -1.178 -7.278 3.281  0.0769
H68 -0.788 -5.348 1.840  0.0687
C59 0.330 1.054 8.015  -0.3380
P1 -0.223 0.512 6.342  0.8250
C60 0.969 -0.849 6.077  -0.3154
C61 -1.697 -0.466 6.880  -0.4639
C62 -2.135 -1.547 5.895  -0.4565
P2 -2.065 -1.074 4.107  0.8417
C63 -3.545 0.007 4.003  -0.2782
C64 -2.751 -2.636 3.438  -0.2730
H69 -0.385 1.767 8.432  0.0216
H70 1.296 1.556 7.939  0.0230
H71 0.429 0.210 8.706  0.0290
H72 0.918 -1.602 6.870  0.0496
H73 1.987 -0.458 6.045  0.0333
H74 0.789 -1.354 5.126  0.0216
H75 -2.505 0.254 7.052  0.0633
H76 -1.467 -0.925 7.851  0.0666
H77 -3.144 -1.896 6.151  0.0695
H78 -1.474 -2.414 5.982  0.0734
H79 -4.391 -0.423 4.550  0.0336
H80 -3.807 0.131 2.953  0.0290
H81 -3.322 0.996 4.409  0.0295
H82 -3.669 -2.928 3.960  0.0378
H83 -2.013 -3.436 3.537  0.0235
H84 -2.960 -2.490 2.379  0.0214

## Properties
HOMO-LUMO gap = 0.2042 hartree
Multiplicity = 1
Total charge = -2
Relative energy (zero: lowest compared OMol25 entry of this formula, charge and spin) = 0.289 eV
DFT total energy = -3551.757305 hartree

***

(3)
Below is a structure of composition C25H14BrF5N4O4Zn, with properties calculated with wB97M-V/def2-TZVPD.

Last column: Löwdin charge in e.
Cartesian coordinates (Å):
Zn1 0.032 0.187 -1.337  0.6906
O1 0.691 0.435 4.025  0.0477
C1 -0.457 1.107 3.818  -0.2765
C2 -1.194 1.483 4.942  -0.0159
C3 -2.391 2.153 4.801  -0.0821
C4 -2.887 2.465 3.537  -0.0920
C5 -2.163 2.091 2.423  -0.0300
C6 -0.947 1.414 2.536  -0.0896
C7 -0.246 1.004 1.297  -0.4293
O2 -0.822 1.230 0.168  -0.1027
N1 0.923 0.401 1.434  0.0568
N2 1.414 0.035 0.195  -0.0448
C8 2.520 -0.611 0.141  -0.0698
C9 3.098 -1.106 -1.083  -0.1636
C10 4.220 -1.942 -0.961  -0.0527
C11 4.848 -2.482 -2.059  -0.0997
C12 4.344 -2.170 -3.327  -0.0827
C13 3.249 -1.352 -3.478  -0.0175
C14 2.580 -0.793 -2.369  -0.3684
O3 1.554 -0.013 -2.583  -0.1453
H1 1.093 0.266 3.136  0.0605
H2 -0.798 1.230 5.916  0.1170
H3 -2.949 2.434 5.685  0.1029
H4 -3.828 2.986 3.430  0.0975
H5 -2.525 2.307 1.427  0.1134
H6 3.045 -0.813 1.078  0.1357
H7 4.584 -2.163 0.036  0.1105
H8 5.709 -3.126 -1.949  0.0955
H9 4.824 -2.583 -4.206  0.1019
H10 2.856 -1.114 -4.458  0.1124
F1 -2.647 -1.155 -0.255  0.1126
C15 -1.912 -1.681 0.719  -0.1613
C16 -0.663 -2.219 0.434  -0.0932
C17 0.081 -2.806 1.455  -0.1433
F2 1.303 -3.272 1.234  0.1451
C18 -0.414 -2.826 2.744  -0.1298
F3 0.302 -3.350 3.731  0.1470
C19 -1.664 -2.282 3.014  -0.1164
F4 -2.137 -2.319 4.248  0.1624
C20 -2.423 -1.711 2.004  -0.1333
F5 -3.625 -1.218 2.265  0.1505
Br1 -2.174 -0.774 -3.747  0.8230
C21 -1.763 1.067 -3.695  -0.7102
C22 -2.320 1.926 -4.628  -0.0904
C23 -1.977 3.264 -4.547  -0.0426
C24 -1.106 3.686 -3.552  -0.0350
C25 -0.609 2.750 -2.669  -0.0874
N3 -0.937 1.456 -2.744  -0.0175
H11 -2.993 1.551 -5.384  0.1058
H12 -2.387 3.970 -5.255  0.1159
H13 -0.817 4.722 -3.458  0.1125
H14 0.063 3.020 -1.866  0.1243
O4 0.622 -2.765 -1.360  0.0958
N4 -0.179 -1.994 -0.907  -0.0140

## Properties
HOMO-LUMO gap = 0.2175 hartree
Multiplicity = 1
Total charge = 0
Relative energy (zero: lowest compared OMol25 entry of this formula, charge and spin) = 0.060 eV
DFT total energy = -6333.702244 hartree

***

(4)
Below is a structure of composition C50H51NP2PdS2, with properties calculated with wB97M-V/def2-TZVPD.

Last column: Löwdin charge in e.
Cartesian coordinates (Å):
Pd1 1.063 -1.407 -0.454  0.5931
S1 0.182 -0.236 3.666  0.2337
P1 1.071 0.966 2.351  0.3456
C1 1.595 0.305 0.888  -0.6304
P2 2.650 0.948 -0.234  0.3703
S2 3.222 -0.555 -1.447  0.2963
C2 4.138 1.817 0.431  -0.3280
C3 5.307 1.076 0.600  -0.1205
C4 6.437 1.649 1.162  -0.1055
C5 6.414 2.974 1.574  -0.1154
C6 5.262 3.726 1.398  -0.0904
C7 4.140 3.153 0.816  -0.0958
C8 1.920 2.258 -1.296  -0.3303
C9 0.537 2.391 -1.296  -0.0940
C10 -0.078 3.350 -2.090  -0.0828
C11 0.691 4.189 -2.881  -0.1136
C12 2.077 4.058 -2.891  -0.1077
C13 2.686 3.093 -2.107  -0.1029
C14 2.442 1.734 3.319  -0.3433
C15 2.289 2.890 4.081  -0.0945
C16 3.326 3.356 4.878  -0.1061
C17 4.526 2.663 4.937  -0.1191
C18 4.678 1.496 4.200  -0.1013
C19 3.643 1.036 3.402  -0.1079
C20 -0.050 2.417 2.067  -0.3286
C21 0.428 3.620 1.552  -0.1191
C22 -0.434 4.643 1.189  -0.1025
C23 -1.806 4.474 1.321  -0.1143
C24 -2.297 3.285 1.841  -0.0913
C25 -1.426 2.273 2.220  -0.1072
H1 5.314 0.043 0.271  0.0652
H2 7.336 1.056 1.288  0.0935
H3 7.290 3.420 2.032  0.0908
H4 5.235 4.764 1.709  0.0973
H5 3.261 3.762 0.642  0.0883
H6 -0.051 1.733 -0.664  0.0988
H7 -1.159 3.422 -2.098  0.1080
H8 0.213 4.938 -3.503  0.0899
H9 2.680 4.707 -3.516  0.0875
H10 3.765 2.982 -2.124  0.1043
H11 1.348 3.423 4.061  0.0982
H12 3.193 4.261 5.461  0.0885
H13 5.338 3.028 5.556  0.0866
H14 5.611 0.947 4.241  0.0969
H15 3.746 0.123 2.827  0.1058
H16 1.496 3.761 1.436  0.0809
H17 -0.033 5.565 0.782  0.0969
H18 -2.485 5.262 1.016  0.0875
H19 -3.366 3.142 1.953  0.0935
H20 -1.807 1.360 2.658  0.0529
C26 -4.659 0.818 -3.260  -0.0773
C27 -3.208 0.431 -3.101  -0.3101
C28 -2.271 0.827 -4.043  -0.0734
C29 -0.931 0.465 -3.845  -0.3068
C30 0.134 0.927 -4.806  -0.0557
C31 -0.573 -0.279 -2.749  -0.0529
C32 -1.499 -0.734 -1.756  -0.2805
C33 -2.840 -0.322 -1.991  -0.0191
N1 -1.031 -1.494 -0.741  -0.0110
C34 -1.903 -2.097 0.265  -0.4360
C35 -2.606 -1.060 1.160  -0.0906
C36 -3.487 -1.748 2.208  -0.2857
C37 -2.604 -2.590 3.132  -0.1395
C38 -1.862 -3.632 2.292  -0.2800
C39 -2.888 -4.563 1.643  -0.1305
C40 -3.784 -3.739 0.715  -0.2905
C41 -4.512 -2.655 1.517  -0.1285
C42 -2.911 -3.089 -0.360  -0.0727
C43 -1.025 -2.934 1.212  -0.1116
H21 -4.800 1.460 -4.131  0.0582
H22 -5.020 1.355 -2.380  0.0688
H23 -5.293 -0.064 -3.384  0.0683
H24 -2.564 1.429 -4.898  0.0913
H25 -0.038 0.537 -5.814  0.0666
H26 1.121 0.605 -4.471  0.0725
H27 0.145 2.018 -4.868  0.0612
H28 0.478 -0.511 -2.602  0.0530
H29 -3.626 -0.577 -1.298  0.0785
H30 -3.200 -0.353 0.578  0.1042
H31 -1.815 -0.496 1.656  0.0645
H32 -4.009 -0.984 2.798  0.1312
H33 -3.221 -3.091 3.891  0.1099
H34 -1.889 -1.944 3.643  0.0440
H35 -1.190 -4.210 2.936  0.1345
H36 -3.488 -5.061 2.417  0.1078
H37 -2.382 -5.339 1.059  0.1084
H38 -4.519 -4.396 0.234  0.1293
H39 -5.168 -3.115 2.266  0.1069
H40 -5.146 -2.064 0.845  0.1130
H41 -3.539 -2.610 -1.108  0.1049
H42 -2.338 -3.858 -0.881  0.0983
H43 -0.485 -3.677 0.621  0.0925
H44 -0.291 -2.274 1.686  0.0654
C44 1.316 -2.998 -1.767  -0.2721
C45 0.253 -3.966 -2.103  -0.3044
C46 -0.611 -3.738 -3.185  -0.0536
C47 -1.582 -4.657 -3.541  -0.1091
C48 -1.730 -5.842 -2.826  -0.1400
C49 -0.887 -6.087 -1.751  -0.1301
C50 0.090 -5.166 -1.401  -0.0883
H45 1.659 -2.509 -2.682  0.0122
H46 2.175 -3.507 -1.313  0.0371
H47 -0.520 -2.807 -3.731  0.1033
H48 -2.242 -4.441 -4.374  0.0918
H49 -2.497 -6.558 -3.099  0.0804
H50 -0.993 -7.003 -1.178  0.0881
H51 0.744 -5.367 -0.559  0.1055

## Properties
HOMO-LUMO gap = 0.1992 hartree
Multiplicity = 1
Total charge = -2
Relative energy (zero: lowest compared OMol25 entry of this formula, charge and spin) = 0.339 eV
DFT total energy = -3597.742089 hartree